Entry 1:
12
Properties=species:S:1:pos:R:3:lowdin_charge:R:1 method="wB97M-V/def2-TZVPD" gap_ev=11.458 homo_energy_ha=-0.56010 de_lowest_kj_mol=152.9 e_tot_ev=-7207.5604 total_charge=+1 largest_force_ev_per_a=4.544
C -1.51297 0.31745 -0.47285 -0.26
C 1.21533 0.25245 0.36259 0.03
N -1.89300 -0.48724 0.54805 0.17
N 2.10889 -0.02870 -0.51887 0.17
O -0.34364 0.51492 -0.83551 -0.02
H -2.36797 0.48894 -1.15777 0.16
H 1.17842 1.26317 0.79889 0.15
H 0.51126 -0.49037 0.73492 0.09
H -2.80571 -0.57967 0.94374 0.12
H 2.73800 0.63731 -0.78044 0.10
H -1.11510 -0.84212 1.09468 0.10
H 2.28649 -1.04614 -0.71742 0.18

Entry 2:
18
Properties=species:S:1:pos:R:3:lowdin_charge:R:1 method="wB97M-V/def2-TZVPD" gap_ev=10.130 homo_energy_ha=-0.34178 de_lowest_kj_mol=132.0 e_tot_ev=-9910.8741 total_charge=0 largest_force_ev_per_a=1.357
C 0.83076 1.26832 -1.65329 -0.03
C -0.32111 1.00485 -0.66747 -0.40
O -0.11762 1.92539 0.42977 -0.04
C -0.42190 -0.41928 -0.18166 -0.36
N -1.61873 -0.60189 0.62891 0.06
C 0.79484 -0.82919 0.66194 -0.22
O 0.79127 -2.23748 0.87842 -0.07
H 0.56047 2.17972 -2.18209 0.08
H 0.92630 0.48707 -2.40526 0.08
H 1.73397 1.33868 -1.05675 0.08
H -1.26336 1.40176 -1.09156 0.14
H -0.73631 1.66066 1.09526 0.06
H -0.33754 -1.11527 -1.03501 0.14
H -2.41309 -0.03130 0.40420 0.07
H -1.79859 -1.58246 0.71907 0.07
H 1.70831 -0.41439 0.23747 0.12
H 0.67948 -0.45447 1.67768 0.12
H 1.28778 -2.68657 0.16918 0.10

Entry 3:
33
Properties=species:S:1:pos:R:3:lowdin_charge:R:1 method="wB97M-V/def2-TZVPD" gap_ev=9.690 homo_energy_ha=-0.37882 de_lowest_kj_mol=161.6 e_tot_ev=-22879.8389 total_charge=0 largest_force_ev_per_a=1.861
O -0.43926 2.32261 0.77125 -0.04
H -0.38902 1.89262 1.61530 0.03
H 0.42237 2.78460 0.59441 0.09
O 2.78929 1.80128 0.80621 -0.07
H 2.63876 2.77387 0.69992 0.06
H 2.25594 1.40998 0.11234 -0.02
O 0.75918 0.41813 -0.67225 -0.04
H 0.89078 -0.46975 -0.35831 0.01
H 0.16912 0.81015 -0.00947 0.00
O -1.48896 0.75782 -2.37208 -0.05
H -0.61042 0.59181 -2.03707 0.01
H -2.05697 -0.01724 -2.26127 0.06
O -2.19217 3.37496 -1.13658 -0.06
H -2.20563 2.82376 -1.92915 0.02
H -1.65399 2.83997 -0.56878 -0.04
O 3.87044 -1.74142 0.37469 -0.06
H 3.00179 -2.10520 0.50498 -0.05
H 4.01073 -1.65110 -0.57619 0.04
O -0.24447 0.02948 2.63398 -0.03
H -0.38574 -0.47662 3.45968 0.10
H 0.70393 0.12732 2.46471 0.08
O -0.49724 -2.79056 -2.32821 -0.03
H -0.50193 -2.16590 -1.61491 -0.02
H 0.04861 -3.53530 -2.07389 0.03
O -1.22773 -1.32067 0.57327 -0.05
H -2.01185 -1.86160 0.75001 0.11
H -1.03311 -0.99162 1.44278 0.00
O -2.88567 0.75402 -0.01941 -0.07
H -2.75028 1.18660 -0.85787 -0.02
H -2.09517 0.17289 0.07332 -0.01
O 1.30936 -2.31774 0.50476 -0.05
H 0.37151 -2.18654 0.72033 0.02
H 1.42783 -3.24061 0.71350 0.07

Entry 4:
27
Properties=species:S:1:pos:R:3:lowdin_charge:R:1 method="wB97M-V/def2-TZVPD" gap_ev="6.951 / 7.211" homo_energy_ha="-0.26191 / -0.28792" de_lowest_kj_mol=225.8 e_tot_ev=-112148.7354 total_charge=0 spin_multiplicity=5 largest_force_ev_per_a=4.955
Ir 0.01960 2.05589 -0.13211 1.08
S -0.56695 2.32087 -2.40391 0.36
C -1.42851 0.93721 -1.42488 -1.14
N -1.44343 0.41505 -0.28702 -0.11
C -2.30551 -0.65478 -0.14699 -0.29
C -2.51411 -1.40845 1.00527 -0.02
C -3.42104 -2.43465 0.94843 -0.08
C -4.12576 -2.72268 -0.23757 -0.08
C -3.92624 -1.98185 -1.37739 -0.09
C -3.00697 -0.94140 -1.32255 -0.46
S -2.49984 0.18566 -2.53828 1.03
H -1.97067 -1.17399 1.91028 0.12
H -3.59983 -3.03205 1.83159 0.10
H -4.83591 -3.53742 -0.25238 0.10
H -4.46615 -2.19986 -2.28810 0.11
Br 6.50339 0.16284 0.99048 0.79
C 4.72138 0.67703 0.69056 -0.69
C 3.76934 0.49094 1.67590 -0.09
C 2.47193 0.88149 1.40864 -0.11
N 2.10338 1.43077 0.24814 -0.13
C 3.03522 1.60935 -0.69092 -0.12
C 4.35524 1.24468 -0.51589 -0.09
H 4.02177 0.05349 2.62963 0.11
H 1.68920 0.76095 2.14417 0.11
H 2.69229 2.05996 -1.61340 0.10
H 5.07307 1.40528 -1.30560 0.11
O -0.34489 3.39567 1.05390 -0.62

Entry 5:
17
Properties=species:S:1:pos:R:3:lowdin_charge:R:1 method="wB97M-V/def2-TZVPD" gap_ev=9.041 homo_energy_ha=-0.29815 de_lowest_kj_mol=627.1 e_tot_ev=-9899.1051 total_charge=0 largest_force_ev_per_a=6.713
C 0.52110 2.23245 -0.04952 0.05
C 0.33964 0.88686 -0.23775 -0.25
C -0.20914 0.27251 -1.51191 -0.16
O -0.81451 -0.98662 -1.14316 -0.15
C -1.11332 -0.64159 0.21019 -0.16
C -0.38376 -0.90645 1.55526 -0.08
C 0.46551 -0.37438 0.62678 -0.33
N 1.34876 -1.35191 -0.14571 0.10
H -0.01948 2.97006 -0.64766 0.05
H 0.83476 2.70568 0.89370 0.05
H 0.40718 0.19443 -2.40741 0.13
H -1.13299 0.85885 -1.86347 0.15
H -1.88029 0.18279 0.35146 0.17
H -0.87739 -0.31991 2.43656 0.15
H -0.07219 -1.89128 2.11422 0.14
H 0.68680 -1.99621 -0.65815 0.11
H 1.89930 -1.83527 0.47655 0.03

Entry 6:
81
Properties=species:S:1:pos:R:3:lowdin_charge:R:1 method="wB97M-V/def2-TZVPD" gap_ev="4.788 / 1.407" homo_energy_ha="-0.44292 / -0.44290" e_tot_ev=-163564.8156 total_charge=+2 spin_multiplicity=5 largest_force_ev_per_a=2.750
C 2.66342 -0.11243 -7.67167 0.11
C 3.16390 -0.23709 -6.35192 -0.17
C 4.57232 -0.28102 -6.20223 0.11
C 5.37832 -0.20068 -7.34185 0.00
N 4.90412 -0.08230 -8.59454 0.13
C 3.56761 -0.04062 -8.73591 0.00
C 2.29355 -0.31450 -5.23021 0.06
C 1.54127 -0.38154 -4.26075 0.08
C 0.67031 -0.45899 -3.13843 -0.22
C -0.45068 0.40215 -3.02500 0.00
C -1.30214 0.32134 -1.91856 -0.13
C -1.08115 -0.61497 -0.88113 -0.24
C 0.03861 -1.47121 -1.00206 -0.09
C 0.89925 -1.39961 -2.10194 -0.01
Fe -2.30914 -0.72420 0.70133 0.37
P -1.53657 1.33112 1.48844 0.95
H 5.01638 -0.37667 -5.20703 0.15
H 1.58473 -0.07335 -7.84897 0.15
H 6.47183 -0.23362 -7.23948 0.15
H 3.19248 0.05632 -9.76418 0.15
H 1.76167 -2.07036 -2.17485 0.13
H -0.64112 1.13265 -3.81810 0.13
H 0.24432 -2.20990 -0.21844 0.10
H -2.15974 1.00205 -1.86209 0.04
C -2.07098 1.46868 3.26486 -0.48
C -1.46767 2.56215 4.15503 -0.12
H -1.84992 0.47236 3.68931 0.02
H -3.17373 1.52697 3.21354 0.02
H -2.06616 2.66001 5.07830 0.09
H -0.43559 2.31399 4.45676 0.07
H -1.45262 3.54665 3.66101 0.06
C 0.30430 1.59013 1.44684 -0.35
C 0.86515 2.82034 0.72187 -0.12
H 0.70629 0.66749 0.99172 0.06
H 0.63288 1.55621 2.50212 0.07
H 1.96873 2.77499 0.71362 0.09
H 0.53011 2.85365 -0.32887 0.07
H 0.57244 3.76747 1.20239 0.07
C -2.29584 2.73785 0.53843 -0.37
C -2.42871 4.10620 1.21908 -0.11
H -3.29556 2.35536 0.26715 0.03
H -1.71174 2.80652 -0.39902 0.07
H -2.85566 4.83351 0.50567 0.09
H -3.11522 4.05167 2.08065 0.08
H -1.46370 4.50663 1.56966 0.07
Br -3.86590 -0.86270 2.70782 0.28
P 3.00969 -2.49626 3.44713 0.98
C 2.52002 -0.68245 3.57636 -0.46
C 2.78188 -0.06036 4.95529 -0.18
H 1.45887 -0.56536 3.27942 0.05
H 3.12122 -0.14979 2.81551 0.07
H 2.82086 1.04210 4.89044 0.07
H 1.99368 -0.32405 5.68133 0.07
H 3.74295 -0.41309 5.36919 0.07
C 1.32012 -3.31755 3.39789 -0.45
C 1.31155 -4.77479 3.87766 -0.17
H 0.99783 -3.27056 2.33991 0.05
H 0.59818 -2.71064 3.97972 0.07
H 0.30548 -5.06810 4.22780 0.07
H 1.60432 -5.46433 3.06596 0.07
H 2.01073 -4.92870 4.71794 0.06
C 3.37019 -2.56641 1.60396 -0.46
C 4.86866 -2.52964 1.27740 -0.18
H 2.83378 -1.74523 1.08834 0.06
H 2.92860 -3.51345 1.24011 0.07
H 5.06572 -2.94785 0.27395 0.06
H 5.26201 -1.49713 1.28699 0.07
H 5.44937 -3.11390 2.01279 0.07
C -5.88354 -1.01816 -0.80263 -0.29
P -4.45788 0.07836 -0.42052 0.78
C -4.52719 0.75839 -2.12712 -0.28
C -5.50538 0.91642 0.85415 -0.35
H -5.58919 -1.74392 -1.58933 0.06
H -6.77700 -0.45543 -1.14744 0.07
H -6.16389 -1.60206 0.09908 0.06
H -5.57370 0.94808 -2.44391 0.07
H -4.05325 1.75890 -2.17192 0.04
H -4.06611 0.04975 -2.84579 0.07
H -6.38589 1.36822 0.35100 0.07
H -5.92715 0.22461 1.60530 0.00
H -4.98003 1.73572 1.37569 0.02